1.
This record from OMol25 describes a cluster of 10 separate species, C42H102N2O26S8 in total in a non-equilibrium geometry. The level of theory is ωB97M-V with the def2-TZVPD basis set.

Properties
LUMO level: 0.37 eV
HOMO: -8.2183 eV
SMILES: CC1(C)CCCC(C)(C)N1O.CC1(C)CCCC(C)(C)N1O.CCOS(C)(=O)=O.CCOS(C)(=O)=O.CCOS(C)(=O)=O.CCOS(C)(=O)=O.CCOS(C)(=O)=O.CCOS(C)(=O)=O.CCOS(C)(=O)=O.CCOS(C)(=O)=O
Gap between HOMO and LUMO: 8.6 eV

Each atom is followed by the atoms it is bonded to, with distances in Å.
CARTESIAN COORDINATES (ANGSTROEM)
1 H 0.323 -4.436 7.975  C4 1.117
2 H -5.583 4.524 -2.460  C151 1.075
3 H -6.876 -3.707 3.448  C94 1.092
4 C 0.924 -3.657 7.446  H1 1.117, H19 1.081, H131 1.094, S169 1.795
5 H 1.663 -0.592 -3.005  C28 1.167
6 O -0.274 5.451 2.885  S26 1.458
7 O -2.941 4.338 -0.853  S170 1.387
8 H -2.749 2.953 2.995  C136 1.077
9 H 2.021 1.515 4.207  C39 1.099
10 H 7.524 6.036 -0.396  C111 1.084
11 H 6.493 5.679 2.465  C149 1.063
12 S 5.622 3.421 -4.121  O80 1.410, C108 1.741, O176 1.432, O180 1.603
13 H -1.992 -4.031 1.234  C21 1.094
14 C -5.463 -2.727 -2.112  H105 1.067, H125 1.089, C133 1.522, C146 1.539
15 S 1.780 -4.226 2.899  O38 1.444, C61 1.743, O63 1.609, O118 1.441
16 H -0.797 -1.057 1.608  C33 1.070
17 H 8.855 3.839 -0.350  C161 1.096
18 H -2.642 4.422 2.004  C136 1.081
19 H 1.665 -3.290 8.142  C4 1.081
20 H 3.593 0.431 -2.304  C53 1.094
21 C -1.857 -5.078 1.525  H13 1.094, H44 1.060, C106 1.550, H112 1.100
22 C 2.261 -2.427 -2.060  C28 1.463, C77 1.550, N132 1.460, C178 1.555
23 H -0.323 0.321 6.083  C129 1.092
24 H -5.370 0.727 1.775  C73 1.112
25 H 3.785 2.970 -2.666  C108 1.091
26 S -0.997 4.399 3.588  O6 1.458, O54 1.425, O57 1.608, C136 1.759
27 H -3.792 0.215 1.222  C73 1.040
28 C 2.221 -1.586 -3.256  H5 1.167, C22 1.463, H55 1.079, C114 1.527
29 C -6.192 -2.790 1.625  H32 1.140, H52 1.066, C94 1.464, H100 1.078
30 H 1.483 4.606 -1.119  C51 1.147
31 H 5.026 6.548 2.446  C149 1.057
32 H -5.151 -2.491 1.268  C29 1.140
33 C -1.082 -0.194 1.044  H16 1.070, C65 1.483, H120 1.149, H139 1.072
34 C 4.420 -1.229 -1.326  C53 1.500, N132 1.488, C177 1.529, C179 1.514
35 H 0.321 -1.119 3.532  C130 1.094
36 H -1.082 -4.816 3.596  C106 1.119
37 H 2.818 3.369 -5.875  C48 1.056
38 O 2.192 -2.842 2.885  S15 1.444
39 C 2.323 2.397 3.626  H9 1.099, H42 1.087, C66 1.552, H86 1.143
40 C -4.683 1.165 -0.354  C73 1.495, H88 1.053, H104 1.073, O116 1.370
41 H -0.389 0.502 3.596  C130 1.105
42 H 2.284 2.255 2.549  C39 1.087
43 O -3.766 2.688 -2.487  S170 1.442
44 H -2.717 -5.411 2.048  C21 1.060
45 H -5.677 4.942 -0.674  C151 1.102
46 H 1.699 -4.465 -2.456  C77 1.088
47 H 3.108 -4.565 0.913  C61 1.085
48 C 3.852 3.290 -6.075  H37 1.056, C140 1.551, H172 1.113, O180 1.435
49 C -6.991 -0.801 -2.345  H103 1.080, H126 1.089, C133 1.507, H134 1.071
50 H -7.380 -1.791 -4.328  C156 1.085
51 C 0.648 4.126 -0.496  H30 1.147, H93 1.106, S167 1.670, H168 1.085
52 H -6.689 -1.847 1.586  C29 1.066
53 C 4.240 -0.411 -2.571  H20 1.094, C34 1.500, C114 1.505, H166 1.095
54 O -1.695 4.664 4.802  S26 1.425
55 H 1.820 -2.088 -4.124  C28 1.079
56 H 0.525 -1.292 -1.371  C178 1.109
57 O 0.042 3.174 3.677  S26 1.608, C66 1.477
58 O -4.015 -0.672 4.922  S81 1.403
59 H 2.095 -5.940 1.333  C61 1.076
60 O -3.337 -2.728 3.721  S81 1.437
61 C 2.696 -5.143 1.734  S15 1.743, H47 1.085, H59 1.076, H121 1.037
62 H -3.827 -4.203 -1.835  C146 1.063
63 O 0.341 -4.189 2.180  S15 1.609, C106 1.446
64 O -5.699 -2.065 3.855  S81 1.592, C94 1.491
65 C 0.173 0.506 0.676  C33 1.483, H71 1.116, H137 1.109, O153 1.501
66 C 1.411 3.576 4.059  C39 1.552, O57 1.477, H92 1.108, H147 1.099
67 H -6.179 3.396 -1.347  C151 1.091
68 S 5.075 4.932 0.832  O83 1.621, C149 1.776, O152 1.403, O154 1.404
69 H 3.589 3.337 -8.206  C140 1.088
70 H 5.089 -1.043 0.798  C179 1.089
71 H 0.806 -0.042 -0.063  C65 1.116
72 H 3.837 4.924 -7.533  C140 1.068
73 C -4.771 0.370 0.909  H24 1.112, H27 1.040, C40 1.495, H138 1.061
74 O -0.816 -1.671 7.806  S169 1.405
75 O -1.064 -3.056 5.821  S169 1.447
76 H 0.091 -2.649 -2.352  C178 1.130
77 C 2.618 -3.925 -2.239  C22 1.550, H46 1.088, H91 1.153, H160 1.045
78 H -5.125 -3.996 3.072  C94 1.145
79 H -2.312 0.930 -3.365  C171 1.085
80 O 5.919 2.115 -4.560  S12 1.410
81 S -4.264 -2.000 4.543  O58 1.403, O60 1.437, O64 1.592, C95 1.759
82 H 5.210 3.765 -7.668  C140 1.088
83 O 6.369 4.333 0.061  S68 1.621, C111 1.424
84 H 3.642 -0.498 -4.590  C114 1.053
85 H 4.275 0.406 0.152  C179 1.117
86 H 3.406 2.601 3.928  C39 1.143
87 C -3.009 -2.396 -2.432  H109 1.062, H119 1.110, C146 1.510, C173 1.552
88 H -4.190 0.604 -1.096  C40 1.053
89 H 4.201 -1.976 -4.065  C114 1.110
90 H -4.721 -3.997 5.865  C95 1.080
91 H 3.393 -4.099 -3.075  C77 1.153
92 H 1.399 3.653 5.164  C66 1.108
93 H 0.894 4.216 0.579  C51 1.106
94 C -5.991 -3.250 3.000  H3 1.092, C29 1.464, O64 1.491, H78 1.145
95 C -4.323 -3.001 5.988  S81 1.759, H90 1.080, H102 1.058, H159 1.103
96 H -3.537 -2.348 -5.100  C158 1.093
97 O 0.838 -1.518 5.984  C129 1.425, S169 1.592
98 H -3.666 -0.566 -5.270  C158 1.080
99 H 4.830 4.400 -2.196  C108 1.090
100 H -6.670 -3.583 1.073  C29 1.078
101 H -1.302 -0.509 -3.212  C171 1.093
102 H -4.779 -2.453 6.769  C95 1.058
103 H -7.877 -1.413 -2.269  C49 1.080
104 H -5.606 1.290 -0.886  C40 1.073
105 H -5.366 -2.648 -1.052  C14 1.067
106 C -0.717 -5.091 2.575  C21 1.550, H36 1.119, O63 1.446, H175 1.127
107 H 6.364 6.911 1.287  C149 1.053
108 C 4.791 3.385 -2.592  S12 1.741, H25 1.091, H99 1.090, H110 1.072
109 H -2.161 -2.955 -2.743  C87 1.062
110 H 5.329 2.731 -1.935  C108 1.072
111 C 7.156 5.115 -0.832  H10 1.084, O83 1.424, H148 1.135, C161 1.520
112 H -1.657 -5.701 0.640  C21 1.100
113 H -2.187 -1.334 -4.969  C158 1.073
114 C 3.591 -1.109 -3.735  C28 1.527, C53 1.505, H84 1.053, H89 1.110
115 H 7.950 3.419 -1.853  C161 1.109
116 O -4.117 2.377 -0.058  C40 1.370, S170 1.589
117 H 0.517 -2.967 -0.664  C178 1.094
118 O 1.658 -5.014 4.099  S15 1.441
119 H -2.780 -2.067 -1.396  C87 1.110
120 H -1.637 0.440 1.826  C33 1.149
121 H 3.497 -5.616 2.194  C61 1.037
122 O 0.371 2.294 -2.157  S167 1.394
123 H -5.902 -1.270 -5.142  C156 1.068
124 O -5.041 0.453 -3.728  H127 0.962, N144 1.380
125 H -6.316 -3.395 -2.232  C14 1.089
126 H -7.352 0.017 -2.967  C49 1.089
127 H -4.848 1.291 -3.296  O124 0.962
128 H 5.073 -3.150 -2.296  C177 1.077
129 C 0.380 -0.263 5.487  H23 1.092, O97 1.425, C130 1.540, H143 1.073
130 C -0.321 -0.464 4.129  H35 1.094, H41 1.105, C129 1.540, H142 1.080
131 H 1.453 -4.074 6.584  C4 1.094
132 N 3.054 -1.743 -1.042  C22 1.460, C34 1.488, O145 1.433
133 C -5.796 -1.497 -2.945  C14 1.522, C49 1.507, N144 1.475, C156 1.571
134 H -6.726 -0.397 -1.390  C49 1.071
135 H -4.140 -3.847 -3.488  C146 1.109
136 C -2.088 3.610 2.455  H8 1.077, H18 1.081, S26 1.759, H141 1.078
137 H 0.774 0.628 1.599  C65 1.109
138 H -5.189 -0.571 0.651  C73 1.061
139 H -1.651 -0.431 0.167  C33 1.072
140 C 4.150 3.905 -7.467  C48 1.551, H69 1.088, H72 1.068, H82 1.088
141 H -1.437 3.188 1.707  C136 1.078
142 H -1.258 -0.998 4.162  C130 1.080
143 H 1.301 0.277 5.383  C129 1.073
144 N -4.675 -0.544 -2.848  O124 1.380, C133 1.475, C173 1.560
145 O 3.083 -2.584 0.118  N132 1.433, H165 0.969
146 C -4.130 -3.407 -2.470  C14 1.539, H62 1.063, C87 1.510, H135 1.109
147 H 1.635 4.577 3.665  C66 1.099
148 H 6.547 5.397 -1.748  C111 1.135
149 C 5.814 6.199 1.834  H11 1.063, H31 1.057, S68 1.776, H107 1.053
150 H 8.927 4.946 -1.822  C161 1.091
151 C -5.440 4.193 -1.448  H2 1.075, H45 1.102, H67 1.091, S170 1.746
152 O 4.601 3.920 1.679  S68 1.403
153 O -0.145 1.898 0.213  C65 1.501, S167 1.575
154 O 4.150 5.467 -0.079  S68 1.404
155 H -5.979 -2.933 -4.611  C156 1.109
156 C -6.302 -1.899 -4.377  H50 1.085, H123 1.068, C133 1.571, H155 1.109
157 O 2.117 2.059 -0.548  S167 1.394
158 C -3.227 -1.377 -4.708  H96 1.093, H98 1.080, H113 1.073, C173 1.503
159 H -3.240 -3.138 6.145  C95 1.103
160 H 3.083 -4.256 -1.364  C77 1.045
161 C 8.339 4.247 -1.226  H17 1.096, C111 1.520, H115 1.109, H150 1.091
162 H 6.339 -2.073 -1.862  C177 1.080
163 H -2.169 0.135 -1.835  C171 1.083
164 H 5.837 0.043 -0.390  C179 1.092
165 H 2.781 -2.045 0.865  O145 0.969
166 H 5.232 -0.012 -2.810  C53 1.095
167 S 0.834 2.507 -0.860  C51 1.670, O122 1.394, O153 1.575, O157 1.394
168 H -0.320 4.583 -0.679  C51 1.085
169 S -0.198 -2.420 6.790  C4 1.795, O74 1.405, O75 1.447, O97 1.592
170 S -3.894 3.409 -1.245  O7 1.387, O43 1.442, O116 1.589, C151 1.746
171 C -2.243 -0.048 -2.900  H79 1.085, H101 1.093, H163 1.083, C173 1.499
172 H 4.146 2.221 -5.979  C48 1.113
173 C -3.265 -1.092 -3.233  C87 1.552, N144 1.560, C158 1.503, C171 1.499
174 H 5.500 -2.969 -0.662  C177 1.070
175 H -0.269 -6.105 2.775  C106 1.127
176 O 6.679 4.381 -4.001  S12 1.432
177 C 5.358 -2.413 -1.565  C34 1.529, H128 1.077, H162 1.080, H174 1.070
178 C 0.803 -2.355 -1.525  C22 1.555, H56 1.109, H76 1.130, H117 1.094
179 C 4.915 -0.471 -0.112  C34 1.514, H70 1.089, H85 1.117, H164 1.092
180 O 4.560 4.091 -5.117  S12 1.603, C48 1.435

2.
This record from OMol25 describes a cluster of 2 separate species, C5H12NP in total in a non-equilibrium geometry. The level of theory is ωB97M-V with the def2-TZVPD basis set.

Properties
LUMO level (spin up / spin down): -0.36 / -0.39 eV
HOMO (spin up / spin down): -7.3055 / -7.3100 eV
Gap between HOMO and LUMO (spin up / spin down): 6.9 / 6.9 eV

Each atom is followed by the atoms it is bonded to, with distances in Å.
CARTESIAN COORDINATES (ANGSTROEM)
1 C -0.098 0.535 1.389  H4 1.070, C12 1.532, H17 1.066, H18 1.092
2 H -0.316 -2.205 0.474  C9 1.073
3 H 1.760 -1.059 -0.218  C11 1.028
4 H 0.429 -0.255 1.884  C1 1.070
5 H -0.578 1.767 -1.255  C10 1.068
6 H 2.943 2.487 1.371  P13 1.390
7 H -0.721 -1.835 -1.210  C9 1.132
8 H -1.852 -1.456 0.256  C9 1.140
9 C -0.784 -1.463 -0.143  H2 1.073, H7 1.132, H8 1.140, C12 1.472
10 C -1.173 0.959 -0.887  H5 1.068, C12 1.480, H14 1.064, H16 1.146
11 C 1.550 -0.166 -0.684  H3 1.028, N15 1.329, H19 1.064
12 C -0.557 -0.020 0.037  C1 1.532, C9 1.472, C10 1.480
13 P 2.991 1.119 1.126  H6 1.390, N15 1.609
14 H -1.961 1.482 -0.400  C10 1.064
15 N 2.081 0.947 -0.189  C11 1.329, P13 1.609
16 H -1.476 0.360 -1.816  C10 1.146
17 H 0.564 1.323 1.112  C1 1.066
18 H -0.985 0.683 2.008  C1 1.092
19 H 1.191 -0.242 -1.682  C11 1.064

3.
This record from OMol25 describes an isolated molecule of C5H12N2 in a non-equilibrium geometry. The level of theory is ωB97M-V with the def2-TZVPD basis set.

Properties
LUMO level: 1.05 eV
HOMO: -8.7593 eV
SMILES: C=CCCNCN
Gap between HOMO and LUMO: 9.8 eV

Each atom is followed by the atoms it is bonded to, with distances in Å.
CARTESIAN COORDINATES (ANGSTROEM)
1 H 0.710 -2.681 -1.355  C3 1.127
2 H -2.423 1.113 -0.718  N15 1.039
3 C 1.169 -1.833 -1.937  H1 1.127, H8 1.085, C12 1.354
4 N -0.090 1.029 0.450  H9 1.018, C10 1.443, C17 1.425
5 H -1.384 1.256 2.028  C17 1.095
6 H 1.928 -1.684 0.846  C16 1.113
7 H -0.009 -0.400 1.826  C10 1.124
8 H 1.766 -2.073 -2.809  C3 1.085
9 H -0.079 1.241 -0.545  N4 1.018
10 C 0.247 -0.346 0.732  N4 1.443, H7 1.124, H14 1.110, C16 1.558
11 H 2.285 0.058 0.832  C16 1.105
12 C 1.591 -0.784 -1.192  C3 1.354, H13 1.104, C16 1.519
13 H 1.757 0.234 -1.584  C12 1.104
14 H -0.490 -1.090 0.364  C10 1.110
15 N -2.508 0.930 0.302  H2 1.039, C17 1.497, H18 1.031
16 C 1.700 -0.729 0.322  H6 1.113, C10 1.558, H11 1.105, C12 1.519
17 C -1.315 1.537 0.972  N4 1.425, H5 1.095, N15 1.497, H19 1.109
18 H -3.269 1.613 0.433  N15 1.031
19 H -1.587 2.610 1.034  C17 1.109

4.
This record from OMol25 describes the ion C4H7N2S with charge +1 in a non-equilibrium geometry. The level of theory is ωB97M-V with the def2-TZVPD basis set.

Properties
Charge: +1
LUMO level: -4.60 eV
HOMO: -13.7642 eV
Gap between HOMO and LUMO: 9.2 eV

Each atom is followed by the atoms it is bonded to, with distances in Å.
CARTESIAN COORDINATES (ANGSTROEM)
1 H -0.430 -2.241 0.361  C13 1.132
2 S 2.030 -1.105 -0.182  C7 1.701, C14 1.674
3 N -1.748 -0.638 -0.548  H10 1.045, H11 1.096, C13 1.430
4 H 2.335 2.419 0.182  C9 1.024
5 N 0.826 0.994 0.506  C7 1.422, H8 0.966, C9 1.390
6 H -1.147 -1.003 1.366  C13 1.092
7 C 0.552 -0.376 0.237  S2 1.701, N5 1.422, C13 1.541
8 H 0.188 1.643 0.829  N5 0.966
9 C 2.083 1.430 0.104  H4 1.024, N5 1.390, C14 1.364
10 H -1.711 -0.864 -1.567  N3 1.045
11 H -2.818 -0.796 -0.372  N3 1.096
12 H 3.835 0.420 -0.619  C14 1.060
13 C -0.768 -1.161 0.354  H1 1.132, N3 1.430, H6 1.092, C7 1.541
14 C 2.849 0.354 -0.234  S2 1.674, C9 1.364, H12 1.060

Going through the records in order, we get energy above the lowest of the compared OMol25 structures with the same formula, charge and spin values of 0.0; 357.5; 297.4; 84.2 kJ/mol.
Going through the records in order, we get M values of 1307.80; 117.13; 100.16; 115.18 Da.